No. 1
A cluster of 9 separate species, C36H73N4O27PS in total in a non-equilibrium geometry, computed with ωB97M-V with the def2-TZVPD basis set.

Its molar mass is 1057.02 g/mol. The calculation puts the highest occupied orbital energy at -8.47 eV. For the energy above the lowest of the compared OMol25 structures with the same formula, charge and spin, the calculation gives 0.0 kcal per mole. The electronic energy comes out at -119881.04666 eV. As for the SMILES: CO[C@@H](CCCCCCCSc1nnco1)CNP(N)O.COC(=O)OC.COC(=O)OC.COC(=O)OC.COC(=O)OC.COC(=O)OC.COC(=O)OC.COC(=O)OC.COC(=O)OC.

Last columns: bonded neighbours and bond lengths (Å).
Element x y z (Å)
1 C 1.221 -1.013 3.161  O2 1.436, H22 1.118, H23 1.123, H24 1.124
2 O 2.170 -0.785 2.108  C1 1.436, C3 1.444
3 C 1.654 0.128 1.115  O2 1.444, C4 1.571, C17 1.590, H25 1.126
4 C 1.871 1.604 1.606  C3 1.571, C5 1.596, H26 1.117, H27 1.127
5 C 0.820 2.632 0.985  C4 1.596, C6 1.577, H28 1.127, H29 1.115
6 C -0.439 2.718 1.930  C5 1.577, C7 1.594, H30 1.124, H31 1.119
7 C -1.583 3.648 1.325  C6 1.594, C8 1.578, H32 1.129, H33 1.117
8 C -2.133 3.114 -0.054  C7 1.578, C9 1.579, H34 1.127, H35 1.126
9 C -3.631 2.617 -0.047  C8 1.579, C10 1.568, H36 1.121, H37 1.127
10 C -4.124 2.014 1.315  C9 1.568, S11 1.853, H38 1.116, H39 1.124
11 S -5.716 1.074 1.177  C10 1.853, C12 1.795
12 C -5.384 -0.604 0.636  S11 1.795, N13 1.344, O16 1.378
13 N -6.278 -1.598 0.781  C12 1.344, N14 1.368
14 N -5.735 -2.729 0.235  N13 1.368, C15 1.333
15 C -4.531 -2.366 -0.206  N14 1.333, O16 1.379, H40 1.108
16 O -4.226 -1.042 0.032  C12 1.378, C15 1.379
17 C 2.500 -0.199 -0.191  C3 1.590, N18 1.494, H41 1.120, H42 1.127
18 N 2.447 0.906 -1.195  C17 1.494, P19 1.741, H43 1.021
19 P 1.891 0.365 -2.754  N18 1.741, N20 1.743, O21 1.704
20 N 0.276 -0.225 -2.468  P19 1.743, H44 1.022, H45 1.023
21 O 2.791 -0.979 -3.290  P19 1.704, H46 0.973
22 H 0.159 -0.827 2.862  C1 1.118
23 H 1.349 -2.078 3.493  C1 1.123
24 H 1.523 -0.379 4.039  C1 1.124
25 H 0.564 -0.059 0.903  C3 1.126
26 H 2.930 1.916 1.438  C4 1.117
27 H 1.691 1.626 2.718  C4 1.127
28 H 1.374 3.613 0.935  C5 1.127
29 H 0.576 2.342 -0.064  C5 1.115
30 H -0.078 3.223 2.867  C6 1.124
31 H -0.866 1.701 2.119  C6 1.119
32 H -1.062 4.628 1.121  C7 1.129
33 H -2.371 3.882 2.082  C7 1.117
34 H -2.057 3.973 -0.780  C8 1.127
35 H -1.470 2.318 -0.494  C8 1.126
36 H -4.280 3.460 -0.400  C9 1.121
37 H -3.713 1.825 -0.845  C9 1.127
38 H -3.363 1.353 1.793  C10 1.116
39 H -4.359 2.882 1.989  C10 1.124
40 H -3.800 -3.020 -0.721  C15 1.108
41 H 2.125 -1.163 -0.621  C17 1.120
42 H 3.551 -0.382 0.171  C17 1.127
43 H 3.373 1.331 -1.269  N18 1.021
44 H -0.334 0.344 -3.058  N20 1.022
45 H 0.042 -0.093 -1.481  N20 1.023
46 H 3.715 -0.681 -3.361  O21 0.973
47 C 2.617 6.759 -3.853  O48 1.427, H53 1.089, H54 1.090, H55 1.090
48 O 2.572 5.345 -4.044  C47 1.427, C49 1.338
49 C 2.553 4.965 -5.327  O48 1.338, O50 1.203, O51 1.337
50 O 2.571 5.697 -6.282  C49 1.203
51 O 2.513 3.628 -5.361  C49 1.337, C52 1.427
52 C 2.490 3.076 -6.677  O51 1.427, H56 1.091, H57 1.090, H58 1.089
53 H 2.629 6.946 -2.781  C47 1.089
54 H 3.525 7.178 -4.289  C47 1.090
55 H 1.732 7.233 -4.279  C47 1.090
56 H 3.393 3.348 -7.225  C52 1.091
57 H 1.600 3.401 -7.216  C52 1.090
58 H 2.458 1.992 -6.576  C52 1.089
59 C 2.708 -5.467 8.129  O60 1.427, H65 1.089, H66 1.090, H67 1.090
60 O 2.203 -5.317 6.803  C59 1.427, C61 1.338
61 C 3.141 -5.365 5.851  O60 1.338, O62 1.203, O63 1.338
62 O 4.322 -5.517 6.028  C61 1.203
63 O 2.537 -5.214 4.667  C61 1.338, C64 1.427
64 C 3.425 -5.244 3.550  O63 1.427, H68 1.090, H69 1.091, H70 1.089
65 H 1.861 -5.412 8.811  C59 1.089
66 H 3.190 -6.437 8.251  C59 1.090
67 H 3.401 -4.660 8.371  C59 1.090
68 H 3.937 -6.204 3.490  C64 1.090
69 H 4.147 -4.428 3.609  C64 1.091
70 H 2.831 -5.113 2.647  C64 1.089
71 C 4.374 -9.027 -1.575  O72 1.429, H77 1.088, H78 1.090, H79 1.090
72 O 4.240 -7.830 -0.806  C71 1.429, C73 1.337
73 C 3.436 -6.910 -1.350  O72 1.337, O74 1.204, O75 1.336
74 O 2.844 -7.012 -2.393  C73 1.204
75 O 3.405 -5.857 -0.528  C73 1.336, C76 1.428
76 C 2.579 -4.782 -0.977  O75 1.428, H80 1.091, H81 1.091, H82 1.089
77 H 5.044 -9.692 -1.034  C71 1.088
78 H 3.409 -9.522 -1.688  C71 1.090
79 H 4.811 -8.810 -2.550  C71 1.090
80 H 1.540 -5.105 -1.064  C76 1.091
81 H 2.942 -4.389 -1.927  C76 1.091
82 H 2.632 -3.990 -0.232  C76 1.089
83 C 5.885 3.530 -3.815  O84 1.427, H89 1.089, H90 1.090, H91 1.091
84 O 6.405 4.767 -3.330  C83 1.427, C85 1.338
85 C 7.349 5.307 -4.110  O84 1.338, O86 1.203, O87 1.338
86 O 7.766 4.844 -5.138  C85 1.203
87 O 7.746 6.453 -3.545  C85 1.338, C88 1.427
88 C 8.760 7.144 -4.276  O87 1.427, H92 1.090, H93 1.090, H94 1.089
89 H 5.131 3.187 -3.108  C83 1.089
90 H 5.409 3.667 -4.786  C83 1.090
91 H 6.672 2.777 -3.874  C83 1.091
92 H 8.398 7.423 -5.266  C88 1.090
93 H 9.661 6.535 -4.353  C88 1.090
94 H 9.000 8.051 -3.725  C88 1.089
95 C 1.377 -12.955 3.174  O96 1.427, H101 1.089, H102 1.090, H103 1.090
96 O 1.891 -11.713 3.653  C95 1.427, C97 1.337
97 C 2.838 -11.176 2.875  O96 1.337, O98 1.204, O99 1.337
98 O 3.263 -11.646 1.851  C97 1.204
99 O 3.229 -10.026 3.434  C97 1.337, C100 1.427
100 C 4.245 -9.339 2.703  O99 1.427, H104 1.091, H105 1.091, H106 1.088
101 H 0.622 -13.292 3.882  C95 1.089
102 H 0.907 -12.827 2.199  C95 1.090
103 H 2.166 -13.706 3.125  C95 1.090
104 H 3.888 -9.068 1.709  C100 1.091
105 H 5.148 -9.947 2.637  C100 1.091
106 H 4.485 -8.425 3.243  C100 1.088
107 C -7.559 2.790 3.427  O108 1.428, H113 1.089, H114 1.090, H115 1.090
108 O -7.715 3.983 4.196  C107 1.428, C109 1.338
109 C -8.530 4.889 3.644  O108 1.338, O110 1.204, O111 1.337
110 O -9.110 4.771 2.596  C109 1.204
111 O -8.588 5.946 4.460  C109 1.337, C112 1.428
112 C -9.429 7.001 3.992  O111 1.428, H116 1.090, H117 1.090, H118 1.088
113 H -6.881 2.132 3.968  C107 1.089
114 H -8.515 2.279 3.309  C107 1.090
115 H -7.121 3.015 2.455  C107 1.090
116 H -10.459 6.658 3.896  C112 1.090
117 H -9.064 7.392 3.042  C112 1.090
118 H -9.399 7.801 4.729  C112 1.088
119 C 3.633 -7.002 -4.951  O120 1.432, H125 1.088, H126 1.089, H127 1.086
120 O 4.068 -6.590 -6.251  C119 1.432, C121 1.334
121 C 4.903 -5.550 -6.244  O120 1.334, O122 1.205, O123 1.339
122 O 5.297 -4.963 -5.268  C121 1.205
123 O 5.229 -5.270 -7.513  C121 1.339, C124 1.426
124 C 6.124 -4.169 -7.657  O123 1.426, H128 1.091, H129 1.091, H130 1.089
125 H 2.963 -7.850 -5.079  C119 1.088
126 H 4.481 -7.320 -4.346  C119 1.089
127 H 3.088 -6.203 -4.457  C119 1.086
128 H 7.071 -4.375 -7.158  C124 1.091
129 H 5.675 -3.254 -7.269  C124 1.091
130 H 6.314 -4.038 -8.721  C124 1.089
131 C -13.337 8.449 1.649  O132 1.428, H137 1.089, H138 1.090, H139 1.090
132 O -12.697 9.163 2.708  C131 1.428, C133 1.338
133 C -13.118 10.425 2.853  O132 1.338, O134 1.203, O135 1.338
134 O -13.957 10.971 2.186  C133 1.203
135 O -12.442 10.972 3.870  C133 1.338, C136 1.427
136 C -12.792 12.329 4.141  O135 1.427, H140 1.090, H141 1.090, H142 1.089
137 H -12.916 7.445 1.629  C131 1.089
138 H -14.410 8.373 1.830  C131 1.090
139 H -13.142 8.927 0.689  C131 1.090
140 H -13.843 12.408 4.420  C136 1.090
141 H -12.575 12.962 3.279  C136 1.090
142 H -12.184 12.664 4.979  C136 1.089

---

No. 2
A cluster of 2 separate species, C4H13N2S in total, computed with ωB97M-V with the def2-TZVPD basis set.

As for the charge: +1. Its molar mass is 121.23 g/mol. The calculation puts the highest occupied orbital energy at -12.34 eV. For the energy above the lowest of the compared OMol25 structures with the same formula, charge and spin, the calculation gives 7.4 kcal per mole. The electronic energy comes out at -18168.17365 eV.

Last columns: bonded neighbours and bond lengths (Å).
Element x y z (Å)
1 C 0.369 2.376 0.699  C2 1.525, H4 1.092, H5 1.083, H6 1.090
2 C -0.844 1.855 1.463  C1 1.525, S3 1.826, H7 1.091, H8 1.087
3 S -1.848 0.722 0.443  C2 1.826, H9 1.333
4 H 0.064 2.948 -0.180  C1 1.092
5 H 1.057 1.601 0.386  C1 1.083
6 H 0.918 3.061 1.344  C1 1.090
7 H -0.534 1.290 2.342  C2 1.091
8 H -1.459 2.700 1.763  C2 1.087
9 H -2.743 0.480 1.402  S3 1.333
10 C -0.835 -2.533 -0.401  N11 1.461, H14 1.086, H15 1.083, H16 1.080
11 N 0.106 -1.748 -1.196  C10 1.461, C12 1.299, H17 1.016
12 C 1.114 -1.079 -0.723  N11 1.299, N13 1.316, H18 1.083
13 N 2.001 -0.438 -1.454  C12 1.316, H19 1.014, H20 1.009
14 H -0.648 -3.589 -0.567  C10 1.086
15 H -1.851 -2.290 -0.690  C10 1.083
16 H -0.689 -2.318 0.647  C10 1.080
17 H -0.002 -1.791 -2.205  N11 1.016
18 H 1.263 -1.071 0.350  C12 1.083
19 H 1.862 -0.293 -2.448  N13 1.014
20 H 2.696 0.116 -0.977  N13 1.009

---

No. 3
A cluster of 2 separate species, C3H9S in total in a non-equilibrium geometry, computed with ωB97M-V with the def2-TZVPD basis set.

As for the charge: -1. Its molar mass is 77.17 g/mol. The calculation puts the highest occupied orbital energy at -2.46 eV. For the energy above the lowest of the compared OMol25 structures with the same formula, charge and spin, the calculation gives 8.5 kcal per mole. The electronic energy comes out at -14092.78753 eV.

Last columns: bonded neighbours and bond lengths (Å).
Element x y z (Å)
1 S -0.518 -0.351 3.242  H2 1.343
2 H -0.117 -1.381 4.006  S1 1.343
3 C 0.786 0.781 0.192  C4 1.503, H6 1.102, H7 1.087, H8 1.099
4 C -0.317 -0.122 -0.281  C3 1.503, C5 1.547, H9 1.097, H10 1.092
5 C -0.353 -0.265 -1.820  C4 1.547, H11 1.094, H12 1.097, H13 1.085
6 H 1.785 0.487 -0.170  C3 1.102
7 H 0.903 0.843 1.272  C3 1.087
8 H 0.729 1.814 -0.179  C3 1.099
9 H -1.270 0.194 0.164  C4 1.097
10 H -0.399 -1.128 0.138  C4 1.092
11 H -0.965 -1.119 -2.123  C5 1.094
12 H -0.933 0.557 -2.257  C5 1.097
13 H 0.669 -0.311 -2.183  C5 1.085

---

No. 4
The molecule C5H9NOS in a non-equilibrium geometry, computed with ωB97M-V with the def2-TZVPD basis set.

Its molar mass is 131.20 g/mol. The calculation puts the highest occupied orbital energy at -8.73 eV. For the energy above the lowest of the compared OMol25 structures with the same formula, charge and spin, the calculation gives 110.2 kcal per mole. The electronic energy comes out at -19699.52617 eV. As for the SMILES: CN(C)CC(=O)C=S.

Last columns: bonded neighbours and bond lengths (Å).
Element x y z (Å)
1 C -1.536 -0.322 1.082  H6 1.213, H7 1.156, H8 1.132, N15 1.438
2 C -1.526 0.086 -1.088  H9 1.124, H10 1.034, H11 1.055, N15 1.412
3 C 0.598 -0.540 -0.167  C4 1.505, H12 1.281, H13 1.118, N15 1.525
4 C 1.404 0.726 -0.054  C3 1.505, C5 1.565, O16 1.174
5 C 2.956 0.684 0.145  C4 1.565, H14 1.072, S17 1.593
6 H -2.643 -0.796 1.235  C1 1.213
7 H -1.211 -0.939 2.004  C1 1.156
8 H -1.411 0.762 1.381  C1 1.132
9 H -1.504 1.172 -0.800  C2 1.124
10 H -2.486 -0.288 -1.183  C2 1.034
11 H -1.156 -0.227 -2.025  C2 1.055
12 H 0.962 -1.161 -1.226  C3 1.281
13 H 0.789 -1.282 0.647  C3 1.118
14 H 2.952 1.756 0.119  C5 1.072
15 N -0.912 -0.759 -0.137  C1 1.438, C2 1.412, C3 1.525
16 O 0.940 1.791 0.115  C4 1.174
17 S 3.785 -0.662 -0.048  C5 1.593

---

Per-record HOMO-LUMO gap, eV: 8.66 9.01 6.34 7.43